Density functional theory data (ωB97M-V/def2-TZVPD) for 10 unconnected molecules or ions with the total composition C19H40Cl2F15N4O11S.

The geometry in XYZ format:
```
92
Properties=species:S:1:pos:R:3:forces:R:3
N -2.0263 5.4104 2.6842 -0.23 -1.23 0.26
H -2.2758 5.2141 3.6430 0.18 0.59 0.90
H -1.1191 5.8475 2.6063 0.47 0.80 -0.01
H -2.7909 5.8771 2.2176 0.13 0.62 -0.29
H -1.9133 4.4784 2.3117 0.27 -0.70 -0.82
N -6.0682 0.2044 -2.1975 -0.43 0.71 -0.04
H -5.1489 0.2604 -1.7830 0.98 -0.40 -0.02
H -6.1170 -0.3600 -3.0337 0.38 -0.90 -0.40
H -6.3323 1.1278 -2.5101 -0.13 0.67 -0.15
H -6.7410 -0.0981 -1.5076 -0.31 -0.45 0.05
N -5.8094 -1.2386 3.9287 0.70 0.94 0.12
H -6.4219 -1.2568 3.1259 -0.66 -0.82 0.10
H -6.0316 -0.4579 4.5297 -0.31 0.40 0.35
H -4.8849 -1.0646 3.5611 1.16 -0.04 -0.22
H -5.7540 -2.0412 4.5394 -0.40 -1.04 -0.08
N -6.0130 2.5579 1.8962 -0.51 -0.01 -0.22
H -5.3538 1.9334 1.4541 0.83 -0.28 -0.36
H -5.8651 3.5176 1.6184 0.49 0.61 0.02
H -5.9743 2.4465 2.8993 0.07 0.22 0.54
H -6.9466 2.3513 1.5711 -0.67 -0.30 -0.03
C -0.3327 -0.8727 0.6674 -2.45 2.11 -1.94
F -0.0291 -0.4579 -0.6201 0.55 -0.69 1.71
F -0.8445 -2.0877 0.5718 0.39 0.15 0.41
F 0.6331 -0.7747 1.5164 0.79 -0.34 -0.10
S -1.7182 0.4057 1.1558 -2.04 0.08 -0.77
O -2.7197 0.3348 0.0187 1.01 -0.03 1.55
O -2.3024 -0.1125 2.4164 0.18 0.31 -0.71
O -1.1374 1.7470 1.2665 -0.10 -0.99 0.12
C 2.7640 -9.4628 -2.4625 -0.73 0.42 -0.14
C 1.2432 -9.3021 -2.2648 0.85 -0.74 -0.54
O 1.1992 -8.4447 -1.1212 -1.43 0.99 2.32
C 0.0175 -8.1782 -0.4684 0.85 -2.07 -3.27
O -1.0438 -8.4704 -0.9585 0.31 0.55 0.92
C 0.1432 -7.5829 0.9298 2.94 -0.61 -0.49
F 1.3449 -6.8778 1.0642 -1.95 -0.80 0.03
F -0.8689 -6.7965 1.0896 -0.91 1.14 0.96
F 0.1465 -8.5740 1.8403 -0.11 0.76 -0.31
H 3.0018 -10.1672 -3.2596 -0.01 -0.02 0.15
H 3.1475 -9.7885 -1.4956 0.17 -0.27 -0.22
H 3.2326 -8.5012 -2.6720 -0.04 -0.01 -0.14
H 0.8400 -10.3016 -2.1016 -0.27 0.09 0.74
H 0.6453 -8.9389 -3.1007 0.33 0.58 0.00
C 0.8756 4.4614 -4.0395 -0.31 0.96 0.31
C 0.8947 4.9676 -2.6121 0.66 -0.53 0.64
O 0.9172 6.4225 -2.5202 -0.04 0.85 0.98
C 1.0464 7.0285 -1.3118 0.36 -1.73 0.76
O 0.9731 6.4672 -0.2199 -0.19 0.95 -1.91
C 1.3682 8.5854 -1.3874 0.58 -2.23 -3.15
F 0.2084 9.1955 -1.1714 0.54 0.76 0.53
F 2.3749 8.8820 -0.6045 -0.71 0.47 0.98
F 1.8177 8.8749 -2.6564 -0.96 0.03 1.15
H 0.9270 3.3755 -3.9601 0.23 0.04 -0.27
H 1.7328 4.9018 -4.5487 -0.03 -0.40 -0.23
H -0.0320 4.7356 -4.5773 0.00 0.01 0.01
H 1.8279 4.5983 -2.1869 0.11 0.24 0.26
H 0.1192 4.5014 -2.0043 -0.36 0.51 0.04
C 0.2568 1.9630 6.6927 -2.18 -1.08 0.57
C 1.3378 2.6728 6.0684 2.39 0.63 -0.79
O 1.7649 3.8413 6.7954 -1.30 3.33 0.98
C 0.9743 4.9751 6.9854 -2.60 -2.00 -2.89
O -0.1735 5.1404 6.4691 4.24 -0.54 1.73
C 1.6472 6.0605 7.9044 -0.63 -2.28 1.07
F 2.5459 5.4579 8.6996 -0.09 0.47 -0.45
F 2.2301 7.0020 7.2051 -0.28 0.44 0.03
F 0.6567 6.4931 8.7122 0.66 0.60 -0.73
H 0.5381 1.7444 7.7229 -0.41 0.00 0.06
H 0.0788 1.0218 6.1726 0.35 -0.23 0.03
H -0.7083 2.4628 6.6105 0.06 0.32 0.44
H 1.2689 2.8701 4.9986 -0.38 0.34 0.03
H 2.2339 2.0645 6.1906 0.09 -0.04 -0.27
C 3.9190 -3.7174 -4.9454 0.73 -0.21 1.43
C 4.0678 -3.1136 -3.4701 -0.67 -1.96 -1.80
O 5.0978 -2.1438 -3.3957 1.21 1.67 0.48
C 6.3631 -2.3533 -2.9230 0.14 -5.51 -0.10
O 6.7843 -3.4861 -2.5480 -1.62 4.88 -1.22
C 7.3443 -1.1315 -3.0452 0.70 -0.89 1.15
F 7.8531 -0.9753 -1.7863 -0.84 0.60 -0.76
F 8.4274 -1.3992 -3.7941 -1.16 0.03 -0.15
F 6.7387 -0.0355 -3.4898 0.35 -0.20 0.34
H 4.8145 -4.3193 -5.1004 -0.02 0.07 -0.41
H 3.7540 -3.0440 -5.7864 0.32 0.48 0.43
H 3.0717 -4.4022 -4.9791 -0.05 -0.10 0.35
H 4.2269 -3.9332 -2.7695 0.44 -0.02 -0.12
H 3.0634 -2.7607 -3.2358 0.46 1.16 0.38
Cl -3.3982 -2.7966 -3.9446 -1.76 -0.15 0.26
C -1.6841 -2.6045 -4.1172 0.84 -0.76 -0.40
C -1.3227 -1.2626 -4.6760 0.79 0.78 0.39
Cl -2.2579 -0.8757 -6.1413 0.09 0.14 0.18
H -1.3425 -3.3573 -4.8276 -0.14 -0.16 0.14
H -1.3204 -2.8681 -3.1241 0.62 0.53 -0.22
H -0.2729 -1.2187 -4.9660 -0.02 -0.37 -0.07
H -1.4046 -0.4734 -3.9286 -0.53 0.11 -0.13
```
Positions in Å, forces in eV/Å.

The HOMO energy is -0.537 hartree. The calculation puts the total energy at -125447.14997 eV. The net charge is +3. The value obtained for the LUMO energy is -10.604 eV. As for the energy above the lowest of the compared OMol25 structures with the same formula, charge and spin: 35.0 kcal/mol.

***

Density functional theory data (ωB97M-V/def2-TZVPD) for 8 unconnected molecules or ions with the total composition C19H40Cl2N2O19.

The geometry in XYZ format:
```
82
Properties=species:S:1:pos:R:3:forces:R:3
Cl -2.1621 13.9413 -4.3195 -0.77 -0.26 0.00
C -1.1252 12.9347 -3.3055 0.36 0.49 -0.64
C -1.8417 11.8081 -2.6566 -0.53 -0.34 -0.11
Cl -2.3311 10.6203 -3.9173 0.18 0.63 0.43
H -0.7517 13.6767 -2.5997 0.43 -0.02 0.43
H -0.3445 12.7001 -4.0290 0.35 -0.48 0.48
H -2.7036 12.1304 -2.0724 -0.29 0.03 -0.33
H -1.2478 11.2472 -1.9350 0.47 -0.14 -0.09
C -1.8828 16.4533 -0.8813 0.03 -0.32 -0.21
N -0.3895 16.4394 -0.7156 0.34 -0.79 1.41
O 0.2589 16.2202 -1.7421 -0.43 0.27 1.17
O 0.0490 16.5313 0.4392 -0.53 0.04 -2.38
H -2.2842 15.4587 -0.6872 0.49 -0.22 0.09
H -2.0344 16.6359 -1.9451 -0.31 0.56 0.32
H -2.3618 17.0919 -0.1391 0.31 0.36 -0.41
C -3.9516 13.0250 1.1332 -0.37 -0.09 0.30
N -2.5435 13.4000 1.0483 2.47 1.55 -0.66
O -2.1802 14.2816 1.8224 -0.12 -1.34 -1.15
O -1.7686 12.8519 0.1995 -2.00 0.98 1.71
H -4.4724 13.7368 1.7737 0.39 -0.07 -0.10
H -3.8553 12.0781 1.6645 -0.80 -0.36 -0.51
H -4.4218 13.0759 0.1512 0.27 -0.67 -0.01
C -4.8290 14.0090 4.3236 -0.07 0.04 1.65
O -5.9948 13.8951 5.1766 0.11 -0.61 0.56
C -5.9827 13.2125 6.3699 0.70 -0.36 -0.79
O -5.0622 12.5953 6.8476 -0.43 0.54 -0.45
O -7.2054 13.3352 6.8590 -0.52 0.16 -0.27
C -7.6408 12.5815 7.9813 -0.41 -0.39 1.01
H -3.9210 14.1594 4.9076 -0.09 0.41 0.24
H -5.0930 14.9076 3.7660 0.46 -0.38 -0.45
H -4.5877 13.1005 3.7718 -0.75 0.02 -0.23
H -7.5833 11.4966 7.8925 0.54 0.09 -0.53
H -8.7059 12.7734 8.1114 0.07 0.34 -0.29
H -7.1674 12.8849 8.9150 0.34 0.11 -0.22
C -6.5604 17.2451 -0.5433 0.18 2.06 -0.35
O -5.8910 16.0368 -0.8029 0.03 -2.21 0.03
C -5.2940 15.5832 -1.9068 -0.32 2.03 -0.63
O -4.6850 14.5360 -1.9007 -0.25 0.90 -0.68
O -5.4290 16.5186 -2.9504 -0.25 -0.59 2.37
C -4.7507 16.3728 -4.1700 0.55 -1.86 -0.36
H -7.1770 17.2719 0.3552 0.30 -1.17 0.17
H -7.2409 17.6027 -1.3161 0.44 -0.26 -0.44
H -5.7604 17.9594 -0.3487 -0.26 0.45 -0.27
H -4.7968 17.2585 -4.8038 -0.32 0.01 0.50
H -5.1576 15.4905 -4.6640 -0.26 0.20 -0.49
H -3.7140 16.0792 -4.0052 0.31 0.45 0.20
C -10.2372 12.6828 4.9949 -0.32 -0.97 1.82
O -9.2145 12.2608 4.0490 -0.09 1.32 -0.87
C -8.3560 11.2933 4.3128 0.08 -2.67 3.17
O -8.4565 10.5624 5.3263 0.76 1.90 -2.89
O -7.3716 11.1653 3.3467 -2.24 1.70 0.22
C -6.3700 10.1952 3.4584 0.35 -1.12 1.05
H -10.8472 13.5594 4.7771 0.67 -0.07 -1.49
H -9.8918 12.9426 5.9956 1.13 -0.13 -0.22
H -10.9424 11.8928 5.2532 0.13 -0.42 -0.69
H -6.4801 9.3649 2.7608 -0.46 0.18 -0.23
H -6.3992 9.7633 4.4588 0.20 0.04 0.05
H -5.3882 10.6294 3.2693 -0.14 0.35 0.12
C -0.1193 9.5698 0.2907 0.21 0.02 1.46
O 0.2873 9.4481 -1.0522 -2.75 -0.17 0.06
C 1.5036 9.4713 -1.4512 4.42 0.65 -0.53
O 2.5351 9.4936 -0.7786 -2.24 -0.22 -1.54
O 1.4156 9.5646 -2.8176 -1.37 -0.54 0.34
C 2.5285 9.5511 -3.6849 1.61 0.55 0.83
H -0.8570 8.8096 0.5475 0.09 -0.14 -0.44
H -0.5881 10.5408 0.4507 0.13 0.11 -0.17
H 0.7079 9.4626 0.9924 0.15 0.05 -0.23
H 2.2764 9.7296 -4.7302 -0.72 -0.01 0.33
H 3.1045 8.6267 -3.6407 -0.15 -0.06 0.22
H 3.1511 10.3745 -3.3349 0.49 -0.11 -0.34
C -2.4813 14.9811 7.6875 -0.10 2.39 0.53
O -1.7642 14.2469 6.7564 1.34 -1.49 -2.23
C -1.2150 14.9315 5.7111 -0.05 3.10 -0.22
O -1.4632 16.1231 5.4088 0.38 -3.52 0.90
O -0.2898 14.1731 5.1104 -0.13 -1.18 0.82
C 0.4542 14.6161 3.9675 -0.34 0.82 -0.28
H -2.7128 14.5050 8.6403 0.27 -0.88 -0.59
H -3.3959 15.3821 7.2505 -0.04 0.02 0.06
H -1.8000 15.8004 7.9170 -0.53 0.53 0.39
H 0.6125 15.6889 4.0778 -0.42 0.05 -0.60
H -0.0624 14.2681 3.0731 -0.30 0.73 -0.02
H 1.4518 14.1981 3.8324 -0.08 -0.59 1.18
```
Positions in Å, forces in eV/Å.

As for the spin multiplicity: 2. The HOMO energy (alpha / beta) is -0.447 / -0.447 hartree. The expectation value of S² is 0.7548. The calculation puts the total energy at -87260.39986 eV. The net charge is +1. The value obtained for the LUMO energy (alpha / beta) is -3.224 / -10.287 eV.

***

Density functional theory data (ωB97M-V/def2-TZVPD) for a molecular structure, C19H40FI2N5O7.

The geometry in XYZ format:
```
74
Properties=species:S:1:pos:R:3:forces:R:3
C -4.7916 -0.1220 2.3788 -0.02 -0.05 0.16
C -4.9280 0.6134 1.0592 0.12 -0.27 0.32
F -5.9257 0.0067 0.3293 -0.21 -0.15 -0.40
C -3.6033 0.6952 0.2281 -0.58 -0.12 -0.57
I -3.7434 -0.4419 -1.6345 0.01 0.12 0.41
I -3.3122 2.7838 -0.3243 0.09 -0.11 0.10
O -2.5322 0.1329 0.9194 0.51 0.60 0.03
C -1.4350 0.8984 1.2147 2.37 -0.70 -0.79
O -0.3359 0.6038 0.7967 -1.61 0.19 0.67
H -3.7974 -0.4739 2.5978 0.23 -0.04 0.03
H -5.1159 0.5017 3.1980 -0.06 0.23 0.23
H -5.4442 -0.9806 2.3598 -0.22 -0.30 -0.09
H -5.2899 1.6135 1.2303 0.04 0.40 0.01
H -1.5438 1.7223 1.9190 -0.60 0.13 0.03
C -3.9458 2.0352 -5.7940 0.07 -0.02 0.08
C -3.1787 2.7080 -4.6832 -0.05 -0.04 0.03
O -2.8005 2.1057 -3.6907 0.09 0.07 -0.15
N -2.9154 4.0357 -4.8281 -0.06 -0.01 -0.12
C -3.2814 4.9077 -5.9296 0.15 0.03 0.29
H -4.0810 0.9888 -5.5402 0.02 -0.01 0.07
H -4.9263 2.4949 -5.9189 0.01 0.01 -0.10
H -3.4041 2.0966 -6.7382 -0.15 0.02 -0.09
H -2.4005 4.4302 -4.0581 0.03 0.02 0.02
H -2.3864 5.3345 -6.3858 -0.04 0.01 -0.08
H -3.9097 5.7248 -5.5709 -0.04 0.01 -0.08
H -3.8267 4.3574 -6.6877 -0.01 -0.03 -0.02
C 0.5163 -1.3263 6.6102 -0.14 0.12 -0.04
C -0.5062 -0.7696 5.6497 -0.02 0.01 0.04
O -1.6667 -0.5625 5.9709 0.01 0.00 -0.01
N -0.0811 -0.5000 4.3881 0.11 -0.07 0.05
C 1.2374 -0.6718 3.7984 -0.49 0.02 -0.19
H 0.0459 -1.4995 7.5706 -0.05 -0.01 0.02
H 0.9077 -2.2747 6.2490 0.07 -0.03 0.03
H 1.3386 -0.6214 6.7417 0.07 -0.08 -0.02
H -0.8059 -0.1334 3.7951 -0.05 0.00 -0.02
H 1.6126 0.2822 3.4437 0.20 0.01 0.00
H 1.1617 -1.3586 2.9505 0.16 -0.01 0.03
H 1.9451 -1.0746 4.5138 -0.03 0.03 0.09
C 5.7879 1.2070 1.6398 -0.01 -0.02 0.05
C 4.3020 1.0172 1.8352 -0.17 0.01 -0.06
O 3.7857 1.0306 2.9421 0.17 0.03 0.05
N 3.5414 0.8325 0.7256 0.11 0.00 -0.01
C 3.9675 0.7867 -0.6605 -0.27 -0.02 0.16
H 6.2473 1.3431 2.6131 -0.05 0.00 0.05
H 6.2296 0.3334 1.1593 0.03 0.04 -0.06
H 5.9874 2.0881 1.0296 0.04 -0.04 -0.06
H 2.5569 0.7213 0.9200 -0.04 0.01 -0.04
H 3.4740 1.5751 -1.2305 0.06 0.00 -0.06
H 3.7034 -0.1752 -1.1025 0.06 0.01 -0.06
H 5.0405 0.9216 -0.7373 0.04 0.01 0.01
C 4.4533 -4.1085 9.0115 -0.03 0.00 0.02
C 3.4420 -3.5644 8.0294 -0.03 0.04 0.03
O 2.2767 -3.3824 8.3360 0.05 -0.05 0.00
N 3.8864 -3.2764 6.7752 0.12 -0.07 0.07
C 5.2260 -3.4215 6.2372 -0.29 0.12 -0.12
H 3.9511 -4.2840 9.9568 -0.07 0.02 0.00
H 4.8720 -5.0497 8.6540 0.08 0.02 0.00
H 5.2626 -3.3948 9.1688 0.06 -0.05 -0.02
H 3.1700 -2.9146 6.1676 -0.02 0.03 -0.04
H 5.6038 -2.4536 5.9030 0.08 -0.03 0.01
H 5.2179 -4.1029 5.3847 0.09 -0.02 0.02
H 5.8999 -3.8158 6.9890 0.01 -0.01 0.04
C -2.8150 -0.8620 -10.3434 -0.04 0.02 -0.01
C -2.5941 0.1714 -9.2646 -0.02 -0.01 0.03
O -3.4226 1.0321 -9.0159 0.02 0.04 0.00
N -1.4285 0.1060 -8.5683 0.01 -0.09 -0.11
C -0.3402 -0.8422 -8.7206 -0.06 0.25 0.20
H -3.7814 -0.6786 -10.8005 -0.03 0.05 0.03
H -2.0428 -0.7915 -11.1099 0.02 -0.08 0.01
H -2.8090 -1.8676 -9.9222 0.06 -0.03 -0.05
H -1.3404 0.8177 -7.8614 0.02 0.01 0.04
H -0.1860 -1.3899 -7.7897 0.03 -0.07 -0.04
H 0.5834 -0.3179 -8.9710 0.03 -0.07 -0.04
H -0.5592 -1.5531 -9.5086 -0.02 -0.02 -0.03
```
Positions in Å, forces in eV/Å.

The HOMO energy is -0.324 hartree. The calculation puts the total energy at -61053.94874 eV. The net charge is 0. The value obtained for the LUMO energy is -0.317 eV. As for the energy above the lowest of the compared OMol25 structures with the same formula, charge and spin: 0.0 kcal/mol.

***

Density functional theory data (ωB97M-V/def2-TZVPD) for a molecular structure, C19H40P2Sn.

The geometry in XYZ format:
```
62
Properties=species:S:1:pos:R:3:forces:R:3
P 0.0681 -1.3767 -6.2304 -0.40 -0.13 -1.32
P 0.0756 1.7531 -6.1119 0.32 0.44 -1.39
C -0.2556 -0.4621 -7.8224 -0.07 -0.17 0.03
C 0.3130 0.9522 -7.7900 0.07 0.00 0.12
H -1.3440 -0.4504 -7.9685 0.15 0.09 0.01
H 0.1864 -1.0521 -8.6401 -0.28 0.17 0.05
H 1.3918 0.9486 -8.0029 -0.19 -0.09 0.07
H -0.1681 1.5881 -8.5502 0.26 -0.14 0.13
C -1.5629 2.4984 -6.5500 -0.05 0.16 0.23
H -1.8421 3.2467 -5.7967 -0.08 -0.18 -0.17
H -2.3322 1.7118 -6.5730 0.19 0.25 0.05
H -1.5080 2.9781 -7.5410 -0.06 -0.11 0.36
C 1.1813 3.1668 -6.4888 0.01 0.45 0.05
H 0.8903 3.6582 -7.4287 0.13 -0.03 0.21
H 2.2111 2.7972 -6.5849 -0.23 0.10 0.07
H 1.1477 3.8935 -5.6690 0.07 -0.04 -0.18
C -1.0216 -2.7858 -6.6039 0.01 -0.49 -0.17
H -0.9059 -3.5562 -5.8340 -0.10 0.04 -0.17
H -0.7773 -3.2009 -7.5910 -0.19 -0.10 0.17
H -2.0611 -2.4351 -6.6032 0.20 -0.12 0.04
C 1.7011 -2.0474 -6.7763 0.11 -0.22 0.14
H 2.4561 -1.2445 -6.7876 -0.24 -0.29 0.05
H 1.6005 -2.4607 -7.7948 0.13 0.08 0.37
H 2.0329 -2.8415 -6.0932 0.04 0.23 -0.17
Sn -0.5366 -0.2547 1.1218 -1.47 0.11 -1.32
C 0.6337 1.6208 -2.2564 -0.07 0.20 0.57
C -0.6868 1.5541 -2.4341 -0.21 0.05 0.63
C -1.4869 0.7266 -3.3828 -0.28 -0.61 -0.76
C -1.8672 -0.6627 -2.7951 -0.52 0.19 -0.58
C -0.7415 -1.5255 -2.3040 0.30 -0.18 0.68
C 0.5798 -1.4192 -2.5002 -0.26 -0.08 0.46
C 1.2742 -0.5469 -3.4800 -0.04 1.05 -0.53
C 1.7343 0.7897 -2.8452 0.46 -0.32 -0.51
C 0.2266 -2.2056 1.7202 0.80 0.23 0.54
H 0.9757 2.3365 -1.4999 -0.10 -0.21 -0.12
H -1.3271 2.0923 -1.7229 0.44 0.25 -0.28
H -0.9628 0.6459 -4.3536 -0.44 -0.22 0.76
H -2.4267 1.2760 -3.6019 0.38 -0.33 0.13
H -2.5567 -0.4498 -1.9517 0.45 -0.37 -0.16
H -2.4753 -1.2578 -3.5167 0.28 0.51 0.23
H -1.0705 -2.3043 -1.6064 0.13 0.32 -0.01
H 1.2616 -1.9499 -1.8270 -0.35 -0.44 -0.28
H 0.5961 -0.3589 -4.3405 0.93 0.02 1.02
H 2.1526 -1.0944 -3.8817 -0.33 0.34 0.18
H 2.4539 0.5288 -2.0456 -0.23 0.32 -0.13
H 2.3078 1.4009 -3.5770 -0.24 -0.39 0.27
H 1.1244 -2.1085 2.3469 -0.20 -0.49 -0.11
H 0.4604 -2.7633 0.7939 -0.16 0.21 0.45
H -0.5888 -2.7128 2.2742 0.44 0.23 -0.32
C -1.8528 1.8514 3.1660 -0.15 0.22 0.12
C -0.3266 1.8755 3.2731 0.69 0.26 -0.31
C 0.2083 0.9369 4.3630 0.03 0.28 0.25
C 0.3348 1.6316 1.8942 0.15 -0.67 0.25
H -2.2632 0.9553 2.6648 0.18 0.27 0.27
H -2.1958 2.7211 2.5895 -0.02 -0.25 0.04
H -2.3005 1.9115 4.1650 -0.01 0.00 -0.17
H -0.0199 2.8988 3.5601 -0.31 -0.27 0.21
H 0.1462 -0.1369 4.1196 -0.07 0.29 -0.08
H 1.2623 1.1790 4.5618 -0.21 -0.23 -0.08
H -0.3433 1.1048 5.3041 0.19 -0.13 -0.30
H 1.4309 1.6076 1.9185 -0.17 0.28 0.24
H -0.0051 2.3964 1.1749 0.19 -0.32 0.17
```
Positions in Å, forces in eV/Å.

The HOMO energy is -0.242 hartree. The calculation puts the total energy at -44757.00245 eV. The net charge is 0. The value obtained for the LUMO energy is 0.112 eV. As for the energy above the lowest of the compared OMol25 structures with the same formula, charge and spin: 0.2 kcal/mol.

***

- The highest total energy belongs to which entry?
  C19H40P2Sn